The following is a quantum chemistry calculation of a molecular structure, C27H24Cl2I2N6OSTi, from the OMol25 dataset.

Last column: Löwdin charge in e.
Atoms and positions in Å:
Ti 0.41 -0.21 0.12  0.705
I 0.83 -6.96 3.74  0.818
C 0.97 -5.17 2.61  -0.712
C 2.11 -4.95 1.85  -0.222
C 2.17 -3.80 1.11  -0.590
I 3.82 -3.30 -0.10  0.916
C 1.14 -2.84 1.09  -0.443
O 1.28 -1.82 0.31  -0.339
C 0.01 -3.08 1.90  -0.149
C -1.10 -2.04 1.95  -0.123
N -0.54 -0.69 1.91  -0.164
C 0.35 -0.43 3.04  -0.157
C 1.72 0.01 2.59  -0.224
C 2.80 -0.03 3.45  0.008
C 4.03 0.46 3.04  -0.022
C 4.10 1.05 1.77  -0.036
C 2.98 1.07 0.98  -0.106
N 1.80 0.53 1.34  -0.010
C -0.06 -4.24 2.64  -0.111
H 2.92 -5.66 1.82  0.084
H -1.77 -2.15 1.08  0.122
H -1.70 -2.18 2.86  0.135
H -1.27 0.05 1.93  0.036
H -0.06 0.38 3.66  0.090
H 0.44 -1.32 3.67  0.135
H 2.68 -0.46 4.44  0.124
H 4.90 0.41 3.67  0.111
H 5.02 1.47 1.40  0.110
H 2.99 1.55 0.01  0.059
H -0.94 -4.44 3.24  0.102
N 0.90 3.88 1.32  0.055
C 0.03 2.88 0.98  -0.939
S -1.02 2.32 2.20  0.612
N 0.03 2.46 -0.26  -0.060
N -0.55 1.27 -0.54  -0.187
C -1.50 1.14 -1.45  -0.189
C -2.14 2.29 -2.12  -0.167
C -1.37 3.16 -2.88  -0.037
C -1.94 4.27 -3.49  -0.078
C -3.29 4.51 -3.35  -0.093
C -4.07 3.64 -2.60  -0.082
C -3.51 2.54 -2.00  -0.036
C -1.80 -0.22 -1.75  -0.200
C -2.81 -0.65 -2.63  -0.007
C -2.99 -1.99 -2.87  -0.068
C -2.12 -2.90 -2.25  -0.066
C -1.15 -2.43 -1.41  -0.132
N -0.98 -1.13 -1.12  -0.033
H 0.66 4.38 2.17  0.064
H 1.29 4.42 0.57  0.085
H -0.31 2.98 -2.98  0.055
H -1.31 4.93 -4.07  0.103
H -3.73 5.38 -3.81  0.099
H -5.13 3.83 -2.49  0.102
H -4.12 1.88 -1.40  0.119
H -3.42 0.10 -3.11  0.108
H -3.77 -2.34 -3.53  0.104
H -2.21 -3.96 -2.43  0.099
H -0.46 -3.12 -0.94  0.117
Cl 2.22 2.60 -2.31  0.598
C 2.17 1.04 -3.13  -0.874
Cl 1.88 -0.27 -1.96  0.702
H 3.14 0.86 -3.60  0.037
H 1.35 1.04 -3.85  0.040

Summary:
- multiplicity = 3
- net charge = 0
- frontier orbital gap (alpha / beta) (eV) = 5.69 / 6.93
- E_tot (Eh) = -4210.5469
- molar mass (g mol⁻¹) = 853.18
- relative energy (zero: lowest compared OMol25 entry of this formula, charge and spin) (kJ/mol) = 242.5



The following is a quantum chemistry calculation of a molecular structure, C27H24ClNO2PRe, from the OMol25 dataset.

Last column: Löwdin charge in e.
Atoms and positions in Å:
C 2.28 1.59 -0.11  -0.212
C 1.53 0.50 -0.65  -0.211
C 0.49 1.04 -1.50  -0.226
H 1.68 -0.56 -0.44  0.104
C 0.61 2.47 -1.46  -0.230
C 1.73 2.80 -0.62  -0.195
H 2.13 3.81 -0.47  0.131
H 3.10 1.48 0.57  0.126
H -0.24 0.50 -2.08  0.098
H -0.02 3.12 -2.03  0.119
Re 0.26 1.72 0.48  1.229
Cl -2.03 1.11 0.67  -0.034
P -1.30 -2.77 -1.07  1.234
C -1.89 -2.30 -2.66  -0.371
C -1.59 -3.09 -3.79  -0.076
H -1.00 -4.00 -3.66  0.112
C -2.06 -2.69 -5.04  -0.058
H -1.85 -3.33 -5.89  0.116
C -2.79 -1.51 -5.18  -0.043
H -3.17 -1.23 -6.15  0.117
C -3.04 -0.70 -4.06  -0.057
H -3.61 0.22 -4.18  0.117
C -2.57 -1.06 -2.80  -0.080
H -2.71 -0.42 -1.92  0.085
C 0.20 -3.72 -1.07  -0.344
C 1.25 -3.41 -1.98  -0.084
H 1.16 -2.54 -2.63  0.113
C 2.38 -4.21 -2.00  -0.060
H 3.15 -4.05 -2.75  0.115
C 2.55 -5.24 -1.06  -0.043
H 3.43 -5.88 -1.11  0.119
C 1.59 -5.44 -0.08  -0.052
H 1.73 -6.20 0.68  0.117
C 0.42 -4.69 -0.06  -0.057
H -0.34 -4.82 0.72  0.114
C -2.57 -3.29 0.06  -0.360
C -3.66 -4.02 -0.44  -0.063
H -3.70 -4.23 -1.51  0.112
C -4.62 -4.48 0.45  -0.060
H -5.43 -5.08 0.06  0.113
C -4.55 -4.17 1.80  -0.044
H -5.31 -4.54 2.49  0.118
C -3.49 -3.39 2.28  -0.054
H -3.45 -3.14 3.33  0.114
C -2.49 -2.93 1.43  -0.070
H -1.65 -2.32 1.77  0.095
O 0.43 2.73 3.36  0.046
C 0.53 1.52 3.45  -0.492
C 0.72 0.60 4.65  -0.084
C 1.15 -0.73 4.07  -0.088
C 0.83 -0.66 2.58  -0.466
O 0.82 -1.57 1.77  0.015
N 0.51 0.69 2.33  -0.079
H 1.47 1.04 5.31  0.126
H -0.24 0.53 5.19  0.134
H 2.24 -0.85 4.17  0.133
H 0.65 -1.59 4.53  0.124

Summary:
- multiplicity = 4
- net charge = +1
- frontier orbital gap (alpha / beta) (eV) = 8.45 / 5.49
- E_tot (Eh) = -2128.0810
- molar mass (g mol⁻¹) = 647.13



The following is a quantum chemistry calculation of a molecular structure, C27H24F6IN5O5SSeTi, from the OMol25 dataset.

Last column: Löwdin charge in e.
Atoms and positions in Å:
Ti -0.34 -0.22 0.53  1.089
Se -4.12 3.64 -5.05  1.170
N -4.49 3.30 -3.34  -0.214
C -3.54 2.52 -2.90  -0.337
C -3.48 2.03 -1.53  -0.074
C -4.44 2.35 -0.57  0.035
C -4.31 1.85 0.70  -0.005
C -3.22 1.05 1.00  -0.085
N -2.30 0.74 0.09  0.047
C -2.42 1.21 -1.16  -0.127
C -1.38 0.83 -2.13  -0.113
N -0.39 0.01 -1.70  0.061
C 0.55 -0.37 -2.55  -0.056
C 0.57 0.04 -3.88  -0.001
C -0.43 0.88 -4.33  0.034
C -1.43 1.28 -3.44  -0.070
C -2.52 2.15 -3.85  -0.338
N -2.65 2.64 -5.05  -0.215
H -5.27 2.99 -0.85  0.128
H -5.03 2.08 1.47  0.120
H -3.06 0.64 1.99  0.119
H 1.31 -1.04 -2.17  0.112
H 1.36 -0.30 -4.53  0.121
H -0.46 1.23 -5.35  0.127
C -0.87 -0.88 4.90  0.031
C -0.23 -0.94 3.56  -0.522
N 0.98 -1.46 3.46  0.234
O -0.83 -0.46 2.57  -0.085
H -0.63 0.08 5.36  0.103
H -0.52 -1.67 5.56  0.090
H -1.95 -0.94 4.79  0.093
H 1.46 -1.82 4.27  0.131
H 1.45 -1.47 2.55  0.095
I 8.28 -1.61 -0.74  0.896
C 6.21 -1.78 -0.52  -0.734
C 5.52 -0.83 0.21  -0.138
C 4.15 -0.94 0.35  -0.011
C 3.47 -2.01 -0.23  -0.136
C 4.18 -2.96 -0.96  -0.010
C 5.55 -2.85 -1.11  -0.138
C 1.98 -2.13 -0.11  -0.564
O 1.38 -3.01 -0.72  0.010
O 1.40 -1.27 0.68  -0.180
H 6.05 0.00 0.66  0.096
H 3.59 -0.21 0.92  0.101
H 3.64 -3.79 -1.41  0.121
H 6.10 -3.60 -1.67  0.096
C 1.64 3.49 0.17  0.040
C 0.79 2.70 1.15  -0.408
O 0.40 1.49 0.62  -0.204
C -0.48 3.51 1.48  -0.554
F -1.20 3.69 0.36  0.157
F -0.21 4.72 1.97  0.180
F -1.28 2.88 2.36  0.161
C 1.61 2.45 2.43  -0.554
F 2.73 1.78 2.13  0.157
F 1.96 3.59 3.03  0.180
F 0.94 1.71 3.33  0.159
H 1.06 3.68 -0.73  0.100
H 2.51 2.88 -0.10  0.101
H 1.98 4.43 0.59  0.106
C -1.37 -4.07 -1.36  -0.222
S -1.34 -3.50 0.33  0.958
C -3.03 -3.91 0.75  -0.232
O -1.40 -1.99 0.23  -0.614
H -1.53 -5.14 -1.36  0.073
H -0.39 -3.84 -1.78  0.039
H -2.17 -3.55 -1.89  0.071
H -3.14 -5.00 0.73  0.068
H -3.71 -3.44 0.04  0.068
H -3.21 -3.54 1.75  0.059

Summary:
- multiplicity = 2
- net charge = +1
- frontier orbital gap (alpha / beta) (eV) = 7.34 / 7.38
- E_tot (Eh) = -6239.3516
- molar mass (g mol⁻¹) = 898.31
- relative energy (zero: lowest compared OMol25 entry of this formula, charge and spin) (kJ/mol) = 0.0



The following is a quantum chemistry calculation of a molecular structure, C27H24N4P2S2Tl, from the OMol25 dataset.

Last column: Löwdin charge in e.
Atoms and positions in Å:
Tl 3.96 1.68 -0.73  0.690
S 1.99 0.45 -2.73  0.223
P 0.51 0.54 -1.41  0.406
C 1.18 1.05 0.17  -0.871
P 0.34 0.74 1.66  0.671
S 1.92 -0.45 1.18  0.581
C -1.17 -0.16 1.97  -0.353
C -1.18 -1.55 2.07  -0.088
C -2.39 -2.20 2.31  -0.060
C -3.56 -1.47 2.44  -0.056
C -3.55 -0.09 2.34  -0.059
C -2.35 0.58 2.11  -0.077
C 0.66 1.89 2.98  -0.347
C 1.14 3.16 2.69  -0.074
C 1.46 4.02 3.73  -0.059
C 1.31 3.61 5.04  -0.055
C 0.85 2.33 5.33  -0.058
C 0.52 1.46 4.30  -0.070
C -0.70 1.82 -1.84  -0.357
C -1.18 1.83 -3.15  -0.095
C -2.13 2.76 -3.53  -0.060
C -2.60 3.70 -2.61  -0.067
C -2.11 3.70 -1.31  -0.067
C -1.16 2.76 -0.92  -0.083
C -0.44 -1.00 -1.39  -0.346
C 0.25 -2.21 -1.40  -0.116
C -0.45 -3.41 -1.42  -0.069
C -1.84 -3.40 -1.46  -0.072
C -2.53 -2.20 -1.44  -0.070
C -1.84 -1.00 -1.40  -0.077
H -0.26 -2.11 1.97  0.089
H -2.40 -3.28 2.40  0.115
H -4.50 -1.98 2.62  0.114
H -4.46 0.48 2.45  0.114
H -2.33 1.66 2.04  0.112
H 1.26 3.47 1.65  0.103
H 1.82 5.02 3.51  0.113
H 1.57 4.28 5.85  0.114
H 0.75 2.00 6.36  0.114
H 0.15 0.46 4.52  0.116
H -0.79 1.12 -3.87  0.103
H -2.51 2.76 -4.54  0.112
H -3.34 4.43 -2.91  0.111
H -2.46 4.43 -0.60  0.109
H -0.77 2.77 0.09  0.073
H 1.33 -2.20 -1.38  0.073
H 0.09 -4.35 -1.42  0.108
H -2.39 -4.34 -1.49  0.109
H -3.61 -2.19 -1.47  0.111
H -2.37 -0.06 -1.40  0.108
N 3.48 -2.61 -3.70  0.195
C 4.04 -3.43 -2.81  -0.497
N 4.04 -4.75 -3.06  0.178
N 4.59 -3.03 -1.68  0.117
C 4.68 -1.78 -1.32  -0.347
N 4.76 -0.68 -0.98  -0.001
H 3.03 -2.95 -4.53  0.119
H 3.36 -1.63 -3.47  0.019
H 3.78 -5.11 -3.96  0.113
H 4.55 -5.34 -2.43  0.118

Summary:
- net charge = +1
- frontier orbital gap (eV) = 8.20
- E_tot (Eh) = -2913.7297
- molar mass (g mol⁻¹) = 734.98
- relative energy (zero: lowest compared OMol25 entry of this formula, charge and spin) (kJ/mol) = 46.3



| no. | maximum force (eV Å⁻¹) |
| --- | --- |
| 1 | 3.75 |
| 2 | 6.16 |
| 3 | 0.47 |
| 4 | 0.74 |